DFT (ωB97M-V with the def2-TZVPD basis set) results for C8H18AlF3I2OP2 as an isolated structure in a non-equilibrium geometry.

```
35
Properties=species:S:1:pos:R:3:forces:R:3:lowdin_charge:R:1
I 0.3483 -1.1502 -3.8029 -1.11 1.66 0.30 0.609
I -0.4200 1.6376 -2.4154 1.01 -1.45 -2.36 0.753
Al -0.0071 0.2082 0.1589 -0.16 -1.14 1.62 0.050
P -2.2942 -0.3195 -0.1947 -0.80 0.12 -0.08 0.731
C -3.1804 1.2064 0.2474 0.55 -0.16 -0.06 -0.207
C -2.8675 -0.7075 -1.8618 0.35 0.24 -0.17 -0.298
H -3.9603 -0.7156 -1.8220 0.12 -0.30 -0.12 0.079
H -4.1712 -1.5050 0.5342 0.01 -0.06 0.07 0.076
H -2.4226 -1.6511 -2.1965 -0.43 0.09 0.02 0.036
H -2.7106 -2.5097 0.7161 -0.10 0.02 0.13 0.075
H -2.9263 1.9954 -0.4624 -0.32 0.09 0.08 0.041
H -2.5518 0.0912 -2.5423 -0.36 -0.41 0.11 -0.059
C -3.1279 -1.5108 0.8554 0.34 -0.43 0.22 -0.200
H -4.2371 0.9262 0.1910 0.07 0.40 0.06 0.082
H -3.0658 -1.2159 1.9043 0.06 -0.08 -0.06 0.071
H -2.8957 1.4981 1.2637 -0.26 0.02 -0.11 0.066
P 2.3006 -0.2353 -0.1842 1.05 0.20 -0.22 0.768
C 3.1381 1.3115 0.2672 -0.55 -0.11 -0.09 -0.203
C 3.1742 -1.4061 0.8651 -0.44 -0.47 0.30 -0.197
H 2.5126 -1.5746 -2.1674 0.54 0.39 0.14 -0.020
H 4.0064 -0.6015 -1.8015 -0.10 -0.09 -0.04 0.079
H 2.5738 0.1842 -2.5219 0.22 -0.17 -0.02 -0.012
C 2.9140 -0.6030 -1.8439 -0.30 -0.03 0.07 -0.335
H 2.7938 -2.4203 0.7275 0.09 0.05 0.12 0.075
H 4.2196 -1.3662 0.5504 -0.06 -0.01 0.01 0.078
H 4.2044 1.0701 0.2140 -0.09 0.38 0.06 0.082
H 2.8407 1.5906 1.2823 0.24 0.04 -0.07 0.065
H 3.1035 -1.1160 1.9153 -0.08 -0.08 -0.07 0.072
H 2.8579 2.0940 -0.4402 0.28 0.11 0.06 0.062
C -0.0501 2.2394 0.2344 0.21 5.14 4.87 -0.231
O -0.0592 3.2573 0.7990 -0.03 -4.24 -3.25 0.247
F 1.0768 0.5034 2.9706 -0.67 -0.49 -0.87 0.034
C -0.0037 -0.0623 2.3108 0.02 -0.19 0.93 -0.536
F 0.0176 -1.4156 2.6611 -0.02 1.45 -0.66 0.031
F -1.1048 0.4677 2.9676 0.71 -0.48 -0.91 0.035
```
Positions in Å, forces in eV/Å.

- ΔE to the lowest compared entry with this formula, charge and spin: 0.00 kcal/mol
- LUMO energy (alpha / beta): -10.78 / -11.05 eV
- HOMO level (alpha / beta): -16.59 / -16.56 eV
- Total charge: +2
- HOMO-LUMO gap (alpha / beta): 5.80 / 5.52 eV
- Calculated total energy: -60148.4483 eV